(1)
{"formula": "C4H4NOP", "method": "ωB97M-V/def2-TZVPD", "elements": ["C", "C", "C", "C", "N", "O", "P", "H", "H", "H", "H"], "xyz": [[0.28645, 0.31866, -3.44218], [0.17188, 0.33276, -0.99484], [0.22210, -0.34889, -2.14500], [-0.12401, -0.33702, 0.31628], [0.38239, 1.02358, -4.35175], [0.12080, -2.46718, -3.61650], [0.16502, -2.19657, -2.22274], [0.17589, 1.43993, -1.18947], [-1.16844, 0.11473, 0.60608], [0.69739, 0.08793, 0.89089], [0.04146, -1.32793, 0.11082]], "mulliken_charge": [0.070, 0.044, 0.177, -0.974, -0.402, -0.394, 0.156, 0.364, 0.258, 0.264, 0.439], "homo_lumo_gap_ev": 8.70, "total_charge": 0, "energy_ev": -17037.15696, "molar_mass_g_mol": 113.1, "homo_energy_ev": -9.899, "smiles": "C/C=C(/C#N)P=O"}

***

(2)
{"formula": "C8H12N2", "method": "ωB97M-V/def2-TZVPD", "elements": ["C", "C", "C", "C", "C", "C", "C", "C", "N", "N", "H", "H", "H", "H", "H", "H", "H", "H", "H", "H", "H", "H"], "xyz": [[3.69413, 0.41126, -0.93432], [1.50993, -0.22064, 0.98056], [0.16830, -0.82925, 0.85043], [2.92241, 1.44429, -0.38673], [1.50116, 0.88482, -0.04289], [-0.68854, -0.09381, -0.22066], [-1.97708, 0.61209, 0.21849], [-1.04968, -0.79549, -1.47356], [4.14364, -0.48627, -1.45900], [0.30451, 0.97001, -0.63348], [1.79617, 0.10733, 1.97740], [2.42369, -0.76381, 0.58154], [0.03229, -1.92437, 0.57404], [-0.40076, -0.57974, 1.82264], [2.75330, 2.19660, -1.14265], [3.40134, 1.82838, 0.55126], [-1.81059, 1.28853, 1.10004], [-2.75364, -0.06092, 0.49207], [-2.37050, 1.29636, -0.50960], [-1.67543, -1.70193, -1.34287], [-0.18416, -1.26765, -2.03861], [-1.55867, -0.14418, -2.10951]], "mulliken_charge": [0.279, -0.556, -0.873, -0.530, 0.406, 1.638, -1.739, -1.669, -0.402, -0.734, 0.372, 0.289, 0.368, 0.213, 0.302, 0.260, 0.354, 0.415, 0.446, 0.380, 0.336, 0.445], "homo_lumo_gap_ev": 10.31, "total_charge": 0, "energy_ev": -11468.95956, "molar_mass_g_mol": 136.2, "homo_energy_ev": -9.513, "smiles": "CC1(C)CCC(CC#N)=N1"}

***

(3)
{"formula": "C6H8O3", "method": "ωB97M-V/def2-TZVPD", "elements": ["C", "C", "C", "C", "C", "C", "O", "O", "O", "H", "H", "H", "H", "H", "H", "H", "H"], "xyz": [[1.69758, 1.25203, 0.08419], [3.19081, -0.21229, 0.00782], [1.04253, -0.96140, 0.62298], [0.52737, 0.31848, 0.06064], [-0.70939, 0.78278, 0.90020], [0.13839, 0.08088, -1.36673], [1.95359, 2.40310, 0.08666], [4.32383, -0.03503, -0.24728], [2.43617, -1.28158, 0.33228], [0.84018, -0.99377, 1.77100], [0.33946, -1.74737, 0.29011], [-1.39088, 0.03118, 0.96817], [-1.22555, 1.52132, 0.36151], [-0.39422, 1.13339, 1.85878], [-0.83082, -0.40672, -1.67877], [0.99980, -0.49272, -1.74912], [0.03379, 0.97349, -1.90838]], "mulliken_charge": [-0.038, 0.433, -0.654, 1.863, -2.076, -1.652, -0.427, -0.443, -0.279, 0.276, 0.351, 0.550, 0.468, 0.445, 0.339, 0.395, 0.447], "homo_lumo_gap_ev": 8.91, "total_charge": 0, "energy_ev": -12491.73520, "molar_mass_g_mol": 128.1, "homo_energy_ev": -8.355}

***

(4)
{"formula": "C5H6O2", "method": "ωB97M-V/def2-TZVPD", "elements": ["C", "C", "O", "C", "O", "C", "C", "H", "H", "H", "H", "H", "H"], "xyz": [[-1.35037, 1.05474, 0.12920], [-0.66303, -0.29029, 0.29783], [-1.54345, -1.33339, -0.00055], [0.56943, -0.47176, -0.56956], [0.74914, -1.51137, -1.16695], [1.67429, 0.47675, -0.47168], [2.76517, 0.33372, 0.03234], [-2.30697, 1.01448, 0.65693], [-1.54681, 1.27179, -0.92465], [-0.74919, 1.86366, 0.55727], [-0.29497, -0.36901, 1.33932], [-0.97793, -2.04420, -0.35147], [3.67469, 0.00489, 0.47198]], "mulliken_charge": [-1.256, 0.352, -0.559, 0.830, -0.552, -0.711, -0.076, 0.340, 0.330, 0.370, 0.182, 0.377, 0.374], "homo_lumo_gap_ev": 10.47, "total_charge": 0, "energy_ev": -9374.19967, "molar_mass_g_mol": 98.1, "homo_energy_ev": -10.414, "smiles": "C#CC(=O)[C@@H](C)O"}

***

(5)
{"formula": "C2H3N2OPS", "method": "ωB97M-V/def2-TZVPD", "elements": ["C", "C", "N", "N", "O", "P", "S", "H", "H", "H"], "xyz": [[-0.30793, 0.78667, -1.79231], [0.40711, -0.49866, -0.27499], [-0.49717, 0.43615, -0.56008], [1.27417, -0.90310, -1.13550], [0.34291, -1.12048, 1.17645], [-0.83934, -0.29319, 2.00491], [1.00518, -0.06807, -2.50953], [-0.90040, 1.51774, -2.30301], [-0.14096, 0.92113, 2.17580], [-0.34356, -0.77819, 3.21826]], "mulliken_charge": [-0.047, 0.608, -0.412, -0.401, -0.326, 0.061, 0.090, 0.384, 0.018, 0.024], "homo_lumo_gap_ev": 9.27, "total_charge": 0, "energy_ev": -27272.95192, "molar_mass_g_mol": 134.1, "homo_energy_ev": -9.071}

***

(6)
{"formula": "C18H56N6O10", "method": "ωB97M-V/def2-TZVPD", "elements": ["C", "O", "H", "H", "H", "H", "C", "O", "H", "H", "H", "H", "C", "O", "H", "H", "H", "H", "C", "O", "N", "N", "H", "H", "H", "H", "C", "O", "N", "N", "H", "H", "H", "H", "C", "O", "N", "N", "H", "H", "H", "H", "C", "C", "C", "O", "H", "H", "H", "H", "H", "H", "H", "H", "C", "C", "C", "O", "H", "H", "H", "H", "H", "H", "H", "H", "C", "C", "C", "O", "H", "H", "H", "H", "H", "H", "H", "H", "C", "C", "C", "O", "H", "H", "H", "H", "H", "H", "H", "H"], "xyz": [[21.19304, 1.89509, 18.74919], [19.87987, 1.56775, 18.54765], [21.66979, 1.63955, 17.76573], [21.72192, 1.24680, 19.50193], [21.32555, 2.98235, 18.82496], [19.53749, 2.04901, 17.83427], [16.32894, -1.99298, 23.54452], [14.99288, -1.87534, 23.18562], [16.95004, -2.46884, 22.76193], [16.52815, -2.54794, 24.50177], [16.65989, -0.96699, 23.59195], [14.78322, -2.71966, 22.73333], [15.41264, 5.57625, 23.86181], [14.41779, 6.09279, 23.03573], [15.25049, 4.49991, 24.01070], [15.23108, 5.92282, 24.98891], [16.38938, 5.79752, 23.46047], [13.61765, 5.77809, 23.48877], [14.05055, 4.89585, 19.86117], [12.85323, 4.73807, 20.60193], [14.40166, 4.13982, 18.85836], [15.00977, 5.62204, 20.28486], [13.61702, 3.54572, 18.55470], [15.26574, 4.06055, 18.25329], [14.87306, 6.03039, 21.24433], [15.96945, 5.38254, 20.02576], [17.10767, 2.90697, 17.12701], [18.37980, 3.34810, 17.13461], [16.79124, 1.69477, 17.46794], [16.08695, 3.70120, 16.79998], [17.42287, 0.92024, 17.57746], [15.79608, 1.38602, 17.42656], [16.24297, 4.54187, 16.33262], [15.16079, 3.23514, 16.60723], [13.79512, 1.57010, 23.41854], [13.42611, 1.18471, 24.71066], [13.68322, 2.70430, 22.94436], [14.11934, 0.73082, 22.48203], [13.00707, 3.40939, 23.45867], [14.06242, 3.02479, 22.10411], [14.29792, -0.31629, 22.80391], [14.59933, 1.11789, 21.64060], [19.63823, -1.64609, 20.43604], [19.74013, -1.83658, 18.95456], [21.15015, -2.01393, 18.42988], [19.04504, -2.76393, 18.58267], [18.61735, -1.59321, 20.75147], [20.09121, -0.72621, 20.83190], [20.22035, -2.52206, 20.81613], [19.45505, -0.88049, 18.53471], [21.49643, -2.97591, 18.14394], [21.86645, -1.50971, 19.03154], [21.14185, -1.57231, 17.43776], [18.82213, -2.56682, 17.64327], [20.08645, 5.69435, 19.49904], [18.61369, 5.63885, 20.02544], [18.39928, 6.63441, 21.15156], [17.75891, 5.91941, 19.19857], [20.36037, 6.55426, 18.90265], [20.20012, 4.87012, 18.82994], [20.87733, 5.39638, 20.25854], [18.44709, 4.60612, 20.36055], [19.07132, 6.48983, 21.99181], [17.39183, 6.49833, 21.63359], [18.56575, 7.67147, 20.93740], [18.01319, 5.55582, 18.43384], [16.66477, 3.12266, 21.87253], [16.64053, 2.24286, 20.62929], [17.70248, 1.08589, 20.56265], [15.46860, 1.90784, 20.38327], [16.20431, 2.64340, 22.71713], [16.17719, 4.03815, 21.66457], [17.75121, 3.27021, 22.01522], [16.88177, 2.81174, 19.75575], [17.64766, 0.51206, 19.56899], [17.47951, 0.39903, 21.40218], [18.68020, 1.45641, 20.75162], [15.31004, 2.38178, 19.58596], [16.15127, -1.42633, 17.59476], [15.68044, -2.37333, 18.67923], [15.15752, -1.62989, 19.92376], [14.74600, -3.11967, 18.29932], [16.11276, -2.00295, 16.72118], [17.13713, -0.94420, 17.68360], [15.50228, -0.58109, 17.45482], [16.60275, -2.87020, 19.00948], [15.91294, -0.90212, 20.33790], [14.83150, -2.32846, 20.64663], [14.34604, -1.08229, 19.90009], [13.97983, -2.57914, 18.02401]], "mulliken_charge": [-0.717, -0.147, 0.338, 0.217, 0.137, 0.152, -0.499, -0.574, 0.200, 0.272, 0.206, 0.294, -0.402, -0.521, 0.157, 0.263, 0.221, 0.287, 0.222, -0.727, -0.313, -0.074, 0.250, 0.387, 0.443, -0.001, 0.494, -0.805, 0.099, -0.391, -0.093, 0.189, 0.226, 0.309, 0.440, -0.821, 0.130, -0.146, 0.250, -0.066, 0.207, 0.393, -1.243, 1.465, -1.782, -0.505, -0.059, 0.207, 0.508, -0.173, 0.417, 0.349, 0.392, 0.492, -1.348, 1.480, -1.342, -0.583, 0.372, 0.184, 0.371, -0.424, 0.357, 0.096, 0.438, 0.214, -1.059, 1.925, -1.278, -0.819, 0.568, -0.181, 0.494, -0.441, -0.254, 0.279, 0.515, -0.089, -0.757, 0.287, -1.655, -0.584, 0.528, -0.200, 0.101, 0.133, 0.289, 0.391, 0.983, 0.451], "homo_lumo_gap_ev": 7.37, "total_charge": 0, "energy_ev": -48980.81026, "molar_mass_g_mol": 516.7, "homo_energy_ev": -8.017, "smiles": "NC(N)=O.NC(N)=O.NC(N)=O.CC(C)O.CC(C)O.CC(C)O.CC(C)O.CO.CO.CO"}

***

(7)
{"formula": "Cl2H3N2P", "method": "ωB97M-V/def2-TZVPD", "elements": ["N", "N", "P", "Cl", "Cl", "H", "H", "H"], "xyz": [[1.57414, 0.07757, -0.41938], [-0.94332, 0.10916, 0.40506], [0.56256, -0.30474, 0.93823], [0.41282, -2.20865, 1.47273], [0.72524, 0.71219, 2.58680], [2.39375, -0.51219, -0.28541], [-1.10981, -0.33194, -0.49517], [-1.71371, -0.25002, 0.94198]], "mulliken_charge": [-0.614, -0.612, 0.848, -0.202, -0.179, 0.202, 0.292, 0.265], "homo_lumo_gap_ev": 9.41, "total_charge": 0, "energy_ev": -37363.53860, "molar_mass_g_mol": 132.9, "homo_energy_ev": -8.990, "smiles": "N=P(N)(Cl)Cl"}